A 11-piece molecular cluster, C32H91N5O17 overall in a non-equilibrium geometry. Source: OMol25; level of theory: ωB97M-V with the def2-TZVPD basis set.

Last column: Löwdin charge in e.
Atoms and positions in Å:
C: -3.5564 1.0856 -3.4785  -0.103
O: -2.9951 0.1216 -4.3334  -0.188
C: -2.0650 -0.7407 -3.7212  -0.218
C: -1.7782 -1.8487 -4.6803  -0.439
C: -0.7096 -2.7348 -4.0925  -0.059
N: -1.4177 -1.4073 -6.0146  0.071
H: -3.8899 0.6918 -2.5232  0.072
H: -4.4235 1.5436 -3.9691  0.089
H: -2.8055 1.8734 -3.3036  0.081
H: -1.1613 -0.1113 -3.6340  0.116
H: -2.3383 -1.0389 -2.6926  0.113
H: -2.6923 -2.4330 -4.7996  0.145
H: -0.4860 -3.6495 -4.6665  0.085
H: -0.9094 -3.0460 -3.0505  0.075
H: 0.2310 -2.1759 -4.0227  0.074
H: -0.5649 -0.8935 -6.0464  0.055
H: -2.1146 -1.0305 -6.5987  0.054
C: -0.7434 2.0234 -6.7493  -0.094
O: -0.0862 1.7066 -5.5260  -0.217
C: 1.2410 2.0944 -5.3419  -0.219
C: 1.6113 1.7091 -3.9221  -0.395
C: 0.8813 2.4900 -2.8313  -0.053
N: 3.0796 1.8193 -3.6468  0.047
H: -0.8365 3.0926 -6.9514  0.081
H: -1.7806 1.6439 -6.6958  0.088
H: -0.2284 1.5460 -7.6104  0.095
H: 1.9192 1.5998 -6.0828  0.133
H: 1.3175 3.1597 -5.5805  0.128
H: 1.2987 0.6641 -3.7653  0.128
H: 1.0298 2.0611 -1.8292  0.072
H: -0.2055 2.4646 -2.9860  0.071
H: 1.1456 3.5658 -2.8765  0.083
H: 3.3357 2.7654 -3.3960  0.052
H: 3.6753 1.5092 -4.4147  0.087
C: 0.1499 3.8634 0.7210  -0.124
O: 1.5497 3.8907 0.5378  -0.211
C: 1.9159 5.1422 -0.1136  -0.203
C: 3.3687 5.2952 -0.3693  -0.445
C: 3.6362 6.7024 -0.8749  -0.078
N: 3.8698 4.4081 -1.4489  0.052
H: -0.2017 4.7385 1.2866  0.090
H: -0.1333 3.0055 1.3317  0.072
H: -0.3856 3.8663 -0.2643  0.096
H: 1.3489 5.2309 -1.0854  0.138
H: 1.6230 5.9882 0.5223  0.127
H: 3.9191 5.1014 0.5755  0.144
H: 3.0651 7.0112 -1.7614  0.087
H: 4.6955 6.8416 -1.0640  0.074
H: 3.3652 7.4458 -0.1195  0.076
H: 4.8698 4.3865 -1.3261  0.073
H: 3.5195 3.4803 -1.2626  0.032
C: -1.9703 3.8568 4.3735  -0.103
O: -2.2557 2.9182 3.3355  -0.200
C: -3.6555 2.7751 3.0443  -0.188
C: -3.7667 1.5830 2.0940  -0.389
C: -3.2364 1.9298 0.7405  -0.036
N: -5.2195 1.2864 1.8813  0.042
H: -0.9174 3.8305 4.5914  0.078
H: -2.4670 3.5791 5.3048  0.085
H: -2.2233 4.8888 4.1531  0.082
H: -4.2238 2.6035 3.9651  0.125
H: -4.0150 3.6907 2.5502  0.132
H: -3.3655 0.7230 2.6273  0.122
H: -3.9464 2.5945 0.2567  0.085
H: -3.1076 1.0168 0.1361  0.077
H: -2.2693 2.4268 0.8102  0.060
H: -5.7284 1.2608 2.7414  0.083
H: -5.5896 1.9545 1.2148  0.083
C: 5.0642 -0.7196 4.1001  -0.133
O: 3.8364 -0.0438 4.0446  -0.199
C: 3.4210 0.3780 2.7493  -0.202
C: 4.3483 1.3749 2.1053  -0.479
C: 4.4223 2.6587 2.9136  -0.055
N: 4.0062 1.7639 0.7800  0.062
H: 5.1801 -1.4978 3.3323  0.089
H: 5.0716 -1.2307 5.0685  0.086
H: 5.9792 -0.0818 4.0964  0.094
H: 3.2778 -0.5133 2.0977  0.115
H: 2.4165 0.7964 2.9052  0.135
H: 5.3773 0.9348 2.0983  0.144
H: 4.5035 2.5018 3.9952  0.080
H: 3.4756 3.2016 2.7429  0.079
H: 5.2670 3.2443 2.5718  0.074
H: 3.0843 2.2060 0.7068  0.058
H: 4.0624 0.9811 0.1253  0.069
O: -1.7773 -1.2555 -0.1947  -0.121
C: -0.5386 -0.6546 -0.5986  -0.198
C: 0.4567 -0.5390 0.5718  -0.215
O: 0.9577 -1.7952 1.0551  -0.083
H: -1.7092 -2.2110 0.0111  0.045
H: -0.0390 -1.3014 -1.3412  0.118
H: -0.7986 0.3010 -1.0419  0.106
H: 0.0819 0.1335 1.3504  0.119
H: 1.3059 -0.0343 0.1027  0.091
H: 0.2067 -2.1038 1.6024  0.065
O: 3.3756 -5.1662 3.5278  -0.038
C: 2.9294 -3.9116 3.0204  -0.243
C: 2.4945 -3.0535 4.1346  -0.246
O: 1.4822 -3.7063 4.9050  -0.069
H: 2.7796 -5.4419 4.2355  0.081
H: 3.6730 -3.3423 2.4645  0.121
H: 2.0716 -4.0193 2.3558  0.113
H: 2.1856 -2.0381 3.9019  0.117
H: 3.3857 -3.0327 4.7773  0.120
H: 1.2943 -3.1441 5.6524  0.096
O: -5.1532 -1.5420 1.7353  -0.110
C: -6.0072 -2.1244 0.7270  -0.213
C: -5.2034 -2.7687 -0.3001  -0.296
O: -4.4935 -1.8769 -1.0837  -0.044
H: -5.1535 -0.5725 1.6074  0.034
H: -6.5991 -2.8278 1.3010  0.119
H: -6.7019 -1.3752 0.3524  0.127
H: -5.8479 -3.3625 -0.9391  0.128
H: -4.5182 -3.4458 0.2064  0.101
H: -3.7292 -1.5549 -0.5776  0.051
O: -1.9148 -3.8840 0.4146  -0.119
C: -2.4037 -4.9279 -0.4345  -0.187
C: -2.6694 -6.1915 0.4143  -0.232
O: -1.4955 -6.5042 1.1209  -0.065
H: -1.2212 -4.2914 1.0094  0.097
H: -3.2782 -4.6185 -0.9987  0.110
H: -1.6033 -5.1468 -1.1369  0.121
H: -2.8017 -7.0303 -0.3087  0.122
H: -3.5229 -6.2298 1.1084  0.125
H: -1.6247 -6.9014 1.9835  0.094
O: 2.6117 -3.0395 -0.8699  -0.085
C: 3.8875 -2.3737 -1.0335  -0.216
C: 3.8983 -1.3187 -2.1409  -0.239
O: 2.8120 -0.4688 -1.8072  -0.113
H: 2.0373 -2.5503 -0.2528  0.030
H: 4.0314 -1.8001 -0.1082  0.102
H: 4.6683 -3.1207 -1.1849  0.115
H: 3.6989 -1.6954 -3.1648  0.124
H: 4.8661 -0.8048 -2.1348  0.116
H: 2.9689 0.3509 -2.2805  0.014
O: -0.7013 -3.4744 2.8612  -0.115
C: -1.9952 -3.2122 3.4481  -0.206
C: -2.2730 -1.7179 3.4854  -0.227
O: -3.5853 -1.4229 4.0365  -0.096
H: -0.0829 -3.6721 3.6074  0.076
H: -2.7497 -3.7319 2.8306  0.114
H: -2.0334 -3.6892 4.4426  0.130
H: -2.1675 -1.3056 2.4569  0.108
H: -1.5439 -1.1961 4.1020  0.119
H: -4.2130 -1.6556 3.3080  0.049

Output
- ΔE to the lowest compared entry with this formula, charge and spin (kJ/mol) = 0.0
- spin multiplicity = 1
- total energy (eV) = -76913.686

A 11-piece molecular cluster, C32H91N9O16 overall in a non-equilibrium geometry. Source: OMol25; level of theory: ωB97M-V with the def2-TZVPD basis set.

Last column: Löwdin charge in e.
Atoms and positions in Å:
C: 1.9054 6.0626 5.9082  -0.151
O: 2.6881 7.1895 5.6192  -0.163
C: 4.0287 6.7178 5.4891  -0.237
C: 4.8794 7.5917 4.5743  -0.225
N: 4.2922 7.5654 3.2506  -0.050
C: 4.9591 8.5782 2.3657  -0.185
C: 4.5872 8.3837 0.8792  -0.208
O: 4.9791 7.1105 0.2579  -0.199
C: 6.3546 7.0500 -0.0993  -0.110
H: 2.0148 5.3218 5.1161  0.082
H: 0.8543 6.2854 6.0913  0.086
H: 2.1133 5.4729 6.8010  0.081
H: 4.0730 5.6930 5.1205  0.113
H: 4.3800 6.8009 6.5176  0.124
H: 5.9167 7.2611 4.5217  0.114
H: 4.9163 8.5186 5.1466  0.121
H: 4.1872 6.6488 2.8397  0.114
H: 6.0455 8.5350 2.2890  0.103
H: 4.4926 9.5030 2.7050  0.123
H: 4.8181 9.2946 0.3269  0.112
H: 3.5039 8.4708 0.7962  0.114
H: 6.9449 6.8922 0.8033  0.078
H: 6.5777 8.1034 -0.2688  0.077
H: 6.6177 6.3865 -0.9231  0.088
C: 3.8182 -0.8681 -6.9967  -0.155
O: 3.8046 -2.2458 -7.0021  -0.180
C: 2.8272 -2.8148 -6.1339  -0.196
C: 3.1443 -4.3482 -5.7494  -0.146
N: 3.3804 -5.2076 -6.9602  -0.073
C: 2.1665 -5.8364 -7.5214  -0.198
C: 2.4940 -6.7040 -8.7546  -0.221
O: 2.8972 -5.7245 -9.6798  -0.184
C: 3.4546 -6.3047 -10.8533  -0.115
H: 2.8699 -0.4309 -7.3093  0.088
H: 4.6340 -0.4020 -7.5493  0.090
H: 3.9467 -0.3555 -6.0434  0.079
H: 1.7826 -2.7367 -6.4354  0.114
H: 2.9434 -2.2410 -5.2145  0.107
H: 2.3248 -4.7945 -5.1861  0.108
H: 4.1011 -4.2098 -5.2460  0.100
H: 3.5125 -4.4603 -7.6268  0.069
H: 1.6997 -4.9413 -7.9323  0.114
H: 1.6493 -6.3564 -6.7151  0.117
H: 1.6826 -7.3713 -9.0450  0.123
H: 3.4161 -7.2376 -8.5241  0.119
H: 4.4800 -6.0713 -11.1400  0.079
H: 2.9136 -5.9781 -11.7414  0.081
H: 3.5249 -7.3901 -10.9242  0.082
C: -7.4394 10.7751 -5.5768  -0.116
O: -6.0739 10.5929 -5.2646  -0.185
C: -5.2185 10.7356 -6.4107  -0.228
C: -3.7587 10.5210 -6.0103  -0.250
N: -3.5583 9.1314 -5.8162  -0.052
C: -2.0891 8.8450 -5.6432  -0.166
C: -1.7099 7.3275 -5.7561  -0.209
O: -2.2166 6.3473 -4.8527  -0.211
C: -1.9180 6.4361 -3.4878  -0.127
H: -7.5948 11.4184 -6.4430  0.081
H: -7.9632 11.2062 -4.7236  0.086
H: -7.8769 9.8062 -5.8175  0.085
H: -5.3566 11.6669 -6.9598  0.113
H: -5.4227 9.9904 -7.1795  0.119
H: -3.6600 11.0060 -5.0391  0.118
H: -3.1462 11.0538 -6.7377  0.123
H: -4.1925 8.6902 -5.1656  0.120
H: -1.6708 9.0612 -4.6601  0.100
H: -1.5162 9.3658 -6.4103  0.114
H: -0.6538 7.0580 -5.7543  0.115
H: -2.0404 6.9883 -6.7378  0.113
H: -2.5749 7.1642 -3.0120  0.085
H: -0.8721 6.6689 -3.2878  0.083
H: -2.0004 5.4148 -3.1160  0.088
C: -5.2372 -0.0569 1.5891  -0.084
O: -5.0585 -1.4899 1.4615  -0.185
C: -6.2314 -2.1552 1.0236  -0.230
C: -6.2298 -2.2565 -0.5198  -0.209
N: -5.3843 -3.3612 -0.8327  -0.129
C: -5.0834 -3.4701 -2.2268  -0.199
C: -4.3888 -4.8715 -2.4164  -0.184
O: -5.2905 -5.9912 -2.4993  -0.195
C: -6.1516 -6.2164 -1.3411  -0.093
H: -4.2436 0.2371 1.9273  0.089
H: -5.9356 0.1589 2.3976  0.079
H: -5.6791 0.4682 0.7422  0.084
H: -7.1962 -1.7612 1.3431  0.110
H: -6.4271 -3.1201 1.4913  0.119
H: -5.8124 -1.3346 -0.9250  0.112
H: -7.1808 -2.4997 -0.9937  0.122
H: -4.4985 -3.2457 -0.3614  0.117
H: -4.6082 -2.5517 -2.5713  0.116
H: -6.0917 -3.5040 -2.6395  0.117
H: -3.5934 -5.1168 -1.7127  0.116
H: -3.8983 -4.7330 -3.3798  0.107
H: -6.6848 -7.1322 -1.5963  0.084
H: -6.8585 -5.4025 -1.1805  0.062
H: -5.6388 -6.2483 -0.3798  0.076
C: -3.6273 -8.0253 11.3474  -0.110
O: -3.4365 -6.9352 10.4189  -0.204
C: -4.4657 -5.8905 10.5371  -0.190
C: -4.1537 -4.7914 11.5459  -0.194
N: -2.8937 -4.1240 11.1559  -0.051
C: -3.1032 -2.9992 10.2073  -0.214
C: -2.1478 -2.9968 9.0609  -0.210
O: -0.7704 -2.7977 9.4892  -0.181
C: 0.1134 -3.7374 8.8608  -0.121
H: -4.5614 -8.5804 11.2610  0.077
H: -3.5813 -7.6711 12.3773  0.077
H: -2.8839 -8.8205 11.2915  0.080
H: -5.4840 -6.2761 10.5879  0.116
H: -4.3160 -5.6098 9.4946  0.118
H: -4.1112 -5.1282 12.5817  0.108
H: -4.9303 -4.0266 11.5354  0.111
H: -2.2610 -4.8046 10.7602  0.087
H: -3.1642 -2.0236 10.6894  0.115
H: -4.1115 -3.1387 9.8174  0.104
H: -2.2273 -2.2497 8.2712  0.126
H: -2.3128 -3.9659 8.5900  0.114
H: 1.1548 -3.4417 8.9874  0.079
H: 0.0776 -3.8570 7.7780  0.082
H: 0.0419 -4.7303 9.3049  0.081
N: 8.7590 -2.5799 -3.9856  0.150
C: 9.1540 -2.3488 -2.7954  -0.784
N: 9.9960 -3.2954 -2.5519  0.140
O: 8.6668 -1.5350 -1.9852  0.009
H: 8.9466 -3.5584 -4.1515  0.114
H: 7.8725 -2.1847 -4.2649  0.128
H: 10.4571 -3.2715 -1.6536  0.126
H: 10.4771 -3.6995 -3.3427  0.118
N: 2.7515 -1.6551 1.7698  0.158
C: 1.4756 -1.6633 1.6795  -0.857
N: 1.0082 -0.4922 1.9324  0.165
O: 0.8715 -2.6710 1.5008  0.060
H: 3.1267 -2.5928 1.7713  0.124
H: 3.3887 -0.8716 1.7602  0.117
H: 0.0265 -0.3186 2.0945  0.119
H: 1.5618 0.3486 2.0136  0.114
O: -3.7080 -7.3191 3.8698  -0.054
H: -4.6567 -7.3016 3.7441  0.026
H: -3.3689 -6.6989 3.2242  0.027
O: 4.9279 -8.6942 1.7991  -0.055
H: 4.0926 -8.9278 2.2040  0.025
H: 4.6938 -8.3986 0.9194  0.027
O: 1.1049 -8.0509 -0.2022  -0.055
H: 0.7445 -7.2054 0.0653  0.030
H: 0.7252 -8.6789 0.4124  0.027
O: 5.8792 2.8259 0.9047  -0.056
H: 6.0521 3.3673 0.1344  0.024
H: 6.4578 2.0703 0.8017  0.030

Output
- ΔE to the lowest compared entry with this formula, charge and spin (kJ/mol) = 77.8
- spin multiplicity = 1
- total energy (eV) = -80817.817